Density functional theory data (ωB97M-V/def2-TZVPD) for the ion C5H4N with charge +1 in a non-equilibrium geometry.

Results
Orbital gap (alpha / beta) = 0.29007 / 0.29003 Eh
LUMO (alpha / beta) = -8.25 / -8.25 eV
Max |F| = 6.79 eV Å⁻¹
Calculated total energy = -6723.1150 eV
2S+1 = 1
Molar mass = 78.09 g/mol
Net charge = +1
ΔE to the lowest compared entry with this formula, charge and spin = 120.49 kcal per mole
HOMO energy (alpha / beta) = -16.139 / -16.138 eV

Cartesian coordinates (Å):
C (1.720, 2.051, 0.213)
C (2.437, 1.747, -0.784)
C (-0.148, 0.537, 0.766)
C (0.687, 1.567, 0.803)
C (-0.819, -1.350, -0.496)
N (0.103, -0.401, -0.098)
H (-0.928, 0.633, 1.597)
H (-0.285, -2.213, -0.927)
H (-1.557, -1.759, 0.299)
H (-1.209, -0.812, -1.373)

***

Density functional theory data (ωB97M-V/def2-TZVPD) for a cluster of 7 separate species, C19H46FNO8PS6 in total in a non-equilibrium geometry.

Results
Orbital gap = 0.23198 Eh
LUMO = -3.88 eV
Max |F| = 3.82 eV Å⁻¹
Calculated total energy = -115327.1433 eV
2S+1 = 1
Molar mass = 658.95 g/mol
Net charge = +1
HOMO energy = -10.194 eV

Cartesian coordinates (Å):
C (2.119, 0.214, -0.196)
C (1.135, 0.955, -1.100)
F (1.372, 0.728, -2.435)
C (-0.332, 0.762, -0.755)
C (-1.074, 1.895, -0.474)
C (-2.394, 1.810, -0.127)
C (-2.961, 0.587, -0.073)
N (-2.242, -0.493, -0.334)
C (-0.953, -0.462, -0.681)
P (-0.256, -2.148, -1.001)
O (0.209, -2.816, 0.429)
O (0.983, -1.958, -2.010)
H (1.741, 0.201, 0.828)
H (3.031, 0.811, -0.166)
H (2.414, -0.763, -0.574)
H (1.328, 2.022, -0.960)
H (-0.558, 2.844, -0.522)
H (-2.977, 2.686, 0.115)
H (-4.011, 0.489, 0.192)
H (-2.703, -1.402, -0.306)
H (0.435, -2.140, 1.089)
H (1.273, -2.855, -2.259)
C (-6.240, -0.904, 2.236)
S (-6.809, 0.733, 1.758)
O (-5.599, 1.502, 1.322)
C (-7.220, 1.291, 3.406)
H (-5.895, -1.422, 1.342)
H (-5.418, -0.812, 2.948)
H (-7.065, -1.460, 2.678)
H (-6.339, 1.242, 4.047)
H (-8.016, 0.666, 3.810)
H (-7.568, 2.321, 3.339)
C (4.565, -3.087, -5.490)
S (3.047, -2.896, -4.557)
O (2.374, -4.231, -4.516)
C (2.195, -1.900, -5.772)
H (5.238, -3.722, -4.916)
H (4.348, -3.554, -6.451)
H (5.017, -2.106, -5.637)
H (2.131, -2.441, -6.716)
H (2.746, -0.961, -5.897)
H (1.190, -1.695, -5.402)
C (4.770, 1.398, -3.759)
S (4.757, 1.554, -5.550)
O (4.251, 0.260, -6.093)
C (6.540, 1.552, -5.760)
H (3.738, 1.338, -3.418)
H (5.303, 0.491, -3.471)
H (5.249, 2.275, -3.324)
H (6.960, 0.636, -5.342)
H (6.964, 2.425, -5.265)
H (6.754, 1.599, -6.826)
C (-2.562, 1.219, 5.964)
S (-3.618, -0.026, 5.218)
O (-5.029, 0.400, 5.434)
C (-3.269, -1.325, 6.409)
H (-2.663, 2.139, 5.389)
H (-2.874, 1.392, 6.994)
H (-1.527, 0.880, 5.931)
H (-3.536, -0.987, 7.410)
H (-2.211, -1.582, 6.364)
H (-3.867, -2.196, 6.146)
C (-4.184, 5.970, 2.833)
S (-2.755, 4.942, 2.483)
O (-2.442, 4.172, 3.716)
C (-1.573, 6.292, 2.380)
H (-5.042, 5.317, 2.977)
H (-4.005, 6.547, 3.740)
H (-4.368, 6.634, 1.989)
H (-1.566, 6.847, 3.317)
H (-1.843, 6.948, 1.552)
H (-0.587, 5.867, 2.200)
C (5.383, -5.588, -0.335)
S (4.042, -4.521, -0.877)
O (4.488, -3.110, -0.687)
C (2.944, -4.917, 0.489)
H (6.212, -5.468, -1.030)
H (5.700, -5.300, 0.667)
H (5.046, -6.624, -0.345)
H (3.429, -4.671, 1.434)
H (2.693, -5.977, 0.455)
H (2.038, -4.328, 0.379)

***

Density functional theory data (ωB97M-V/def2-TZVPD) for a structure of composition C42H48F3N5O6RuSi.

Results
Orbital gap (alpha / beta) = 0.12692 / 0.24185 Eh
LUMO (alpha / beta) = 1.97 / 1.96 eV
Max |F| = 0.88 eV Å⁻¹
Calculated total energy = -82686.2497 eV
2S+1 = 6
Molar mass = 905.02 g/mol
Net charge = -1
ΔE to the lowest compared entry with this formula, charge and spin = 40.61 kcal per mole
HOMO energy (alpha / beta) = -1.486 / -4.619 eV

Cartesian coordinates (Å):
Ru (0.031, 0.001, -0.547)
O (1.257, 0.150, 3.562)
C (1.121, 0.091, 2.336)
N (0.000, 0.091, 1.627)
C (-1.212, 0.262, 2.377)
C (-2.378, 0.542, 1.464)
C (-3.643, 0.792, 1.995)
C (-4.691, 1.083, 1.150)
C (-4.463, 1.111, -0.221)
C (-3.187, 0.844, -0.671)
N (-2.166, 0.571, 0.148)
C (2.368, -0.005, 1.476)
C (3.564, -0.443, 2.022)
C (4.672, -0.549, 1.201)
C (4.556, -0.192, -0.135)
C (3.329, 0.255, -0.592)
N (2.254, 0.340, 0.191)
H (-1.123, 1.092, 3.088)
H (-1.443, -0.627, 2.981)
H (-3.776, 0.778, 3.069)
H (-5.674, 1.296, 1.551)
H (-5.249, 1.345, -0.926)
H (-2.960, 0.851, -1.732)
H (3.583, -0.686, 3.075)
H (5.618, -0.898, 1.596)
H (5.397, -0.249, -0.812)
H (3.197, 0.579, -1.618)
O (-0.229, 2.744, -1.055)
C (-1.218, 3.059, -1.948)
C (-2.207, 3.987, -1.638)
C (-3.212, 4.259, -2.549)
C (-3.247, 3.602, -3.772)
C (-2.251, 2.688, -4.070)
C (-1.216, 2.403, -3.179)
C (-0.201, 1.405, -3.553)
N (0.569, 0.708, -2.749)
C (1.325, -0.126, -3.546)
C (1.021, 0.094, -4.852)
N (0.054, 1.074, -4.842)
H (-2.173, 4.479, -0.675)
H (-3.976, 4.983, -2.293)
H (-4.048, 3.783, -4.477)
H (-2.307, 2.148, -5.008)
H (1.981, -0.870, -3.129)
H (1.391, -0.342, -5.762)
H (-0.387, 1.477, -5.649)
C (-3.515, -3.806, -3.675)
C (-2.516, -2.928, -2.934)
C (-3.068, -2.560, -1.559)
C (-2.216, -1.660, -3.737)
O (-1.327, -3.700, -2.815)
Si (0.098, -3.307, -2.065)
O (0.086, -1.884, -1.394)
O (1.278, -3.374, -3.221)
C (1.548, -4.313, -4.252)
C (0.581, -4.085, -5.412)
C (1.427, -5.746, -3.741)
C (2.977, -4.032, -4.698)
O (0.448, -4.552, -1.045)
C (-0.003, -4.870, 0.265)
C (1.140, -5.623, 0.935)
C (-0.342, -3.622, 1.076)
C (-1.225, -5.774, 0.139)
H (-4.492, -3.320, -3.729)
H (-3.623, -4.759, -3.154)
H (-3.166, -4.007, -4.690)
H (-4.003, -2.004, -1.660)
H (-2.351, -1.944, -1.012)
H (-3.265, -3.463, -0.977)
H (-3.124, -1.068, -3.883)
H (-1.802, -1.925, -4.712)
H (-1.479, -1.054, -3.201)
H (-0.446, -4.206, -5.066)
H (0.775, -4.795, -6.219)
H (0.696, -3.068, -5.798)
H (0.395, -5.969, -3.465)
H (2.043, -5.878, -2.851)
H (1.750, -6.448, -4.513)
H (3.079, -2.979, -4.967)
H (3.243, -4.645, -5.562)
H (3.673, -4.246, -3.885)
H (2.018, -4.978, 1.000)
H (1.403, -6.500, 0.340)
H (0.861, -5.946, 1.940)
H (0.474, -2.900, 1.029)
H (-0.519, -3.894, 2.118)
H (-1.235, -3.125, 0.687)
H (-0.957, -6.695, -0.384)
H (-2.004, -5.273, -0.439)
H (-1.623, -6.028, 1.124)
F (-3.003, 6.426, 6.604)
C (-3.659, 6.338, 5.405)
F (-4.872, 5.812, 5.689)
F (-3.904, 7.655, 5.097)
C (-2.932, 5.601, 4.377)
C (-1.598, 5.978, 4.054)
C (-0.905, 5.352, 3.062)
C (-1.499, 4.291, 2.293)
C (-2.833, 3.887, 2.669)
C (-3.518, 4.528, 3.663)
C (-0.874, 3.701, 1.198)
C (-0.449, 3.064, 0.242)
H (-1.126, 6.776, 4.616)
H (0.114, 5.648, 2.844)
H (-3.291, 3.058, 2.141)
H (-4.521, 4.207, 3.916)

***

Density functional theory data (ωB97M-V/def2-TZVPD) for a structure of composition C9H8O in a non-equilibrium geometry.

Results
Orbital gap = 0.35093 Eh
LUMO = 0.30 eV
Max |F| = 10.40 eV Å⁻¹
Calculated total energy = -11505.0603 eV
2S+1 = 1
Molar mass = 132.16 g/mol
ΔE to the lowest compared entry with this formula, charge and spin = 102.90 kcal per mole
HOMO energy = -9.252 eV

Cartesian coordinates (Å):
C (-2.242, -0.728, -0.213)
C (-2.162, 0.807, 0.134)
C (-0.999, 1.300, 0.284)
C (0.237, 0.657, 0.198)
C (0.885, 0.017, 1.237)
C (2.144, -0.573, 1.120)
C (2.803, -0.667, -0.153)
C (2.178, -0.074, -1.227)
C (0.960, 0.645, -1.035)
H (-1.535, -1.368, -0.307)
H (-3.202, 1.425, 0.373)
H (-0.915, 2.629, 0.421)
H (0.406, -0.049, 2.376)
H (2.533, -0.639, 1.943)
H (3.740, -1.245, -0.566)
H (2.456, 0.035, -2.263)
H (0.281, 1.155, -1.854)
O (-3.324, -1.280, -0.275)

***

Please write out number 1 again, unchanged.
Density functional theory data (ωB97M-V/def2-TZVPD) for the ion C5H4N with charge +1 in a non-equilibrium geometry.

Results
Orbital gap (alpha / beta) = 0.29007 / 0.29003 Eh
LUMO (alpha / beta) = -8.25 / -8.25 eV
Max |F| = 6.79 eV Å⁻¹
Calculated total energy = -6723.1150 eV
2S+1 = 1
Molar mass = 78.09 g/mol
Net charge = +1
ΔE to the lowest compared entry with this formula, charge and spin = 120.49 kcal per mole
HOMO energy (alpha / beta) = -16.139 / -16.138 eV

Cartesian coordinates (Å):
C (1.720, 2.051, 0.213)
C (2.437, 1.747, -0.784)
C (-0.148, 0.537, 0.766)
C (0.687, 1.567, 0.803)
C (-0.819, -1.350, -0.496)
N (0.103, -0.401, -0.098)
H (-0.928, 0.633, 1.597)
H (-0.285, -2.213, -0.927)
H (-1.557, -1.759, 0.299)
H (-1.209, -0.812, -1.373)